{
  "formula": "C35H33F5N8STi",
  "method": "the ωB97M-V functional and the def2-TZVPD basis",
  "elements": ["Ti", "C", "C", "C", "C", "N", "C", "N", "C", "N", "C", "N", "C", "C", "C", "C", "C", "N", "C", "C", "C", "C", "C", "C", "H", "H", "H", "H", "H", "H", "H", "H", "H", "H", "H", "H", "N", "C", "C", "C", "N", "H", "H", "H", "H", "H", "H", "H", "H", "H", "H", "N", "C", "C", "C", "C", "C", "C", "H", "H", "H", "H", "H", "C", "S", "C", "H", "H", "H", "H", "H", "H", "F", "C", "C", "C", "F", "C", "F", "C", "F", "C", "F"],
  "coordinates": [[0.58256, -0.32195, 0.34725], [-2.66223, 1.33781, 3.85564], [-2.88774, 2.71279, 3.62343], [-2.47856, 3.26927, 2.45335], [-1.81111, 2.47387, 1.44750], [-1.66797, 1.13056, 1.66136], [-2.05184, 0.63710, 2.84071], [-1.39399, 3.09220, 0.36932], [-0.63203, 2.53740, -0.63065], [0.27850, 1.49324, -0.62405], [0.92905, 1.48567, -1.87428], [2.08038, 0.82688, -2.23526], [2.86909, 0.20554, -1.41750], [4.15511, -0.25025, -1.90636], [5.07430, -0.77512, -1.07113], [4.76897, -0.90789, 0.32196], [3.52292, -0.56262, 0.73390], [2.55051, -0.07469, -0.08805], [0.36286, 2.46113, -2.69027], [0.61296, 2.88487, -4.01676], [-0.13331, 3.90679, -4.53672], [-1.13694, 4.56431, -3.75592], [-1.36937, 4.19139, -2.45824], [-0.61946, 3.13148, -1.90489], [-2.92463, 0.85391, 4.78645], [-3.37193, 3.32586, 4.37822], [-2.61299, 4.32167, 2.23798], [-1.84145, -0.41937, 3.00477], [4.33646, -0.12420, -2.96553], [6.03820, -1.09682, -1.45148], [5.48711, -1.29761, 1.02975], [3.21937, -0.69360, 1.76504], [1.38092, 2.39335, -4.60406], [0.03756, 4.23466, -5.55759], [-1.70586, 5.37411, -4.20131], [-2.11181, 4.69213, -1.84663], [-2.92401, 0.65129, -1.26555], [-4.21325, 0.14650, -0.83300], [-4.05925, -0.83011, 0.32462], [-3.08029, -1.97714, 0.07735], [-1.66843, -1.69915, 0.40936], [-2.31030, 0.75603, -0.46372], [-2.99472, 1.57130, -1.68308], [-4.69492, -0.37489, -1.67334], [-4.90674, 0.93862, -0.51207], [-5.04353, -1.26477, 0.52795], [-3.76115, -0.28497, 1.22342], [-3.11842, -2.26623, -0.97499], [-3.42016, -2.84131, 0.66459], [-1.14066, -2.53594, 0.19035], [-1.57275, -1.57148, 1.41098], [0.77106, -0.19068, 2.02782], [1.26565, 0.25859, 3.21221], [1.57300, 1.61944, 3.39318], [2.07082, 2.07646, 4.59984], [2.28073, 1.20467, 5.66401], [1.97906, -0.14249, 5.49793], [1.47763, -0.61370, 4.29607], [1.39196, 2.29318, 2.56394], [2.29269, 3.13160, 4.71570], [2.66900, 1.56994, 6.60746], [2.13413, -0.83536, 6.31854], [1.24045, -1.66175, 4.16183], [-1.16048, -0.10189, -4.03379], [-1.21658, -1.53751, -2.95098], [-0.26065, -2.65838, -3.99492], [-1.69290, -0.29822, -4.96670], [-0.12367, 0.17053, -4.23367], [-1.62957, 0.71782, -3.49684], [0.72441, -2.23850, -4.19646], [-0.77699, -2.86185, -4.93578], [-0.12884, -3.59493, -3.45282], [1.85443, -2.34108, -2.09409], [1.73756, -3.08799, -0.97848], [1.11618, -2.56426, 0.14274], [1.04055, -3.46250, 1.19265], [0.40461, -3.13188, 2.34679], [1.55708, -4.74872, 1.17091], [1.45383, -5.57131, 2.23546], [2.18116, -5.20368, 0.02782], [2.68500, -6.45072, -0.02528], [2.26699, -4.36442, -1.06640], [2.85673, -4.81202, -2.19152]],
  "atomic_forces_ev_per_a": [[-0.87, 0.34, 0.81], [0.01, -0.03, 0.00], [-0.01, 0.04, -0.01], [-0.04, -0.01, 0.05], [0.04, 0.04, -0.02], [0.10, -0.05, 0.03], [0.03, 0.00, 0.02], [-0.02, -0.05, 0.01], [0.03, 0.00, -0.02], [-0.05, 0.13, -0.28], [0.04, 0.08, -0.04], [0.04, -0.06, -0.02], [-0.04, -0.01, -0.10], [0.05, -0.02, 0.03], [0.00, 0.01, -0.05], [-0.03, 0.01, 0.03], [0.01, -0.01, 0.04], [0.13, 0.00, -0.12], [0.05, 0.02, 0.06], [0.00, 0.04, -0.02], [0.02, -0.03, -0.02], [-0.02, 0.01, 0.03], [0.00, 0.01, -0.03], [0.03, -0.03, 0.01], [0.00, -0.01, 0.00], [0.00, 0.00, 0.00], [0.00, 0.00, -0.01], [0.01, -0.03, -0.03], [-0.01, 0.01, 0.00], [0.00, 0.00, 0.00], [0.00, 0.00, 0.01], [0.02, -0.01, 0.00], [0.00, 0.00, 0.00], [0.00, 0.00, 0.00], [0.00, 0.00, 0.00], [0.00, 0.00, 0.00], [-0.01, -0.04, -0.09], [-0.03, -0.02, -0.01], [0.04, 0.01, 0.07], [-0.05, 0.00, -0.06], [0.14, 0.10, -0.02], [0.02, 0.02, 0.04], [0.01, 0.01, 0.01], [-0.01, 0.01, 0.01], [0.00, 0.01, 0.00], [0.00, -0.02, 0.02], [-0.02, -0.02, -0.04], [0.02, 0.03, -0.01], [0.00, -0.02, -0.03], [0.00, 0.01, -0.01], [-0.06, -0.03, 0.12], [0.52, -0.31, -0.43], [-0.15, 0.07, 0.26], [-0.04, -0.01, -0.06], [0.01, 0.01, 0.03], [-0.01, -0.01, -0.01], [0.01, 0.02, 0.02], [0.01, 0.00, -0.05], [0.00, 0.00, 0.01], [0.00, 0.00, -0.01], [0.00, 0.00, 0.00], [0.00, 0.00, -0.01], [0.00, 0.01, 0.01], [0.05, -0.01, -0.01], [0.03, -0.04, -0.09], [-0.02, 0.02, -0.03], [-0.01, -0.01, -0.01], [-0.05, -0.03, 0.01], [-0.01, -0.02, -0.01], [-0.03, -0.01, -0.02], [-0.02, 0.01, 0.00], [0.00, 0.00, -0.01], [0.13, 0.03, 0.06], [-0.06, 0.02, 0.04], [0.08, -0.18, -0.05], [-0.01, 0.09, -0.04], [-0.01, -0.02, 0.02], [0.01, -0.03, 0.00], [0.00, 0.00, 0.01], [-0.01, 0.03, -0.01], [0.01, -0.02, 0.00], [0.00, -0.03, 0.03], [0.01, 0.00, -0.02]],
  "lowdin_charge": [0.982, -0.131, -0.140, -0.053, -0.397, 0.059, -0.231, 0.102, -0.342, 0.032, -0.331, 0.133, -0.388, -0.048, -0.122, -0.115, -0.163, -0.040, -0.184, -0.068, -0.142, -0.145, -0.059, -0.166, 0.070, 0.081, 0.085, 0.090, 0.097, 0.084, 0.076, 0.096, 0.096, 0.071, 0.069, 0.093, 0.030, -0.291, -0.200, -0.261, -0.012, 0.021, 0.071, 0.097, 0.101, 0.100, 0.085, 0.070, 0.101, 0.034, 0.036, -0.094, -0.374, -0.024, -0.111, -0.140, -0.125, -0.045, 0.114, 0.091, 0.078, 0.086, 0.092, -0.406, 0.774, -0.434, 0.031, 0.028, 0.012, 0.029, 0.023, 0.021, 0.049, -0.245, -0.055, -0.246, 0.042, -0.155, 0.079, -0.152, 0.086, -0.151, 0.086],
  "homo_lumo_gap_ev": 4.0,
  "total_charge": -2,
  "relative_energy_kcal_mol": 5.0,
  "e_lumo_ev": 4.34,
  "fmax_ha_per_bohr": 0.0242
}

{
  "formula": "C42H50AsF6KN8OSSi",
  "method": "the ωB97M-V functional and the def2-TZVPD basis",
  "elements": ["K", "C", "C", "N", "C", "S", "N", "N", "C", "C", "C", "C", "C", "C", "C", "N", "H", "H", "H", "H", "H", "H", "H", "H", "H", "H", "H", "H", "H", "C", "Si", "C", "N", "C", "C", "C", "C", "C", "C", "C", "C", "C", "C", "C", "C", "C", "C", "C", "C", "C", "H", "H", "H", "H", "H", "H", "H", "H", "H", "H", "H", "H", "H", "H", "H", "H", "H", "H", "H", "H", "H", "H", "H", "H", "N", "C", "C", "C", "C", "C", "C", "N", "C", "C", "C", "C", "N", "C", "C", "H", "H", "H", "H", "H", "H", "H", "H", "H", "C", "O", "H", "H", "H", "H", "F", "As", "F", "F", "F", "F", "F"],
  "coordinates": [[-1.57812, 0.30289, -1.25895], [-1.77886, -5.47300, 4.35288], [-0.81164, -4.52201, 3.66890], [-1.46402, -3.91102, 2.51657], [-0.76476, -3.10628, 1.62838], [0.58516, -2.16614, 2.37276], [-1.11698, -3.10024, 0.41551], [-0.75709, -2.32615, -0.61702], [0.04141, -2.78756, -1.50984], [0.84340, -4.04042, -1.28590], [0.08383, -2.11492, -2.81403], [1.07505, -2.38387, -3.75914], [1.05309, -1.74798, -4.98642], [0.01396, -0.87272, -5.26743], [-0.94417, -0.68097, -4.28689], [-0.91783, -1.26136, -3.09289], [-1.35552, -5.82376, 5.29357], [-1.98924, -6.34321, 3.72761], [-2.71982, -4.96199, 4.56029], [0.09866, -5.06332, 3.37760], [-0.51500, -3.72990, 4.35773], [-2.07283, -4.54431, 2.01488], [0.83348, -4.30762, -0.23160], [1.87784, -3.90082, -1.59379], [0.42533, -4.87342, -1.85793], [1.87736, -3.06702, -3.52299], [1.83351, -1.92392, -5.71527], [-0.05169, -0.35741, -6.21465], [-1.78592, -0.02019, -4.47327], [0.17765, -0.47401, 1.81659], [-0.13940, 0.71656, 3.26229], [-1.06652, 2.21261, 2.54415], [-2.16944, 1.87465, 1.64386], [-2.49404, 2.98184, 0.74205], [-3.07877, 4.21200, 1.45318], [-4.06087, 3.78149, 2.55947], [-4.55469, 2.36041, 2.29682], [-3.37593, 1.38129, 2.33723], [-1.03893, -0.22790, 4.63195], [-2.12421, -1.04937, 4.31052], [-2.81396, -1.74409, 5.29035], [-2.41525, -1.65915, 6.61749], [-1.32374, -0.87015, 6.95215], [-0.65210, -0.15526, 5.97012], [1.43853, 1.40535, 4.03591], [2.49809, 0.56740, 4.39339], [3.63658, 1.06940, 5.00407], [3.73844, 2.42636, 5.27576], [2.69787, 3.27619, 4.92963], [1.56305, 2.76825, 4.31459], [0.99691, -0.14431, 1.17673], [-0.70595, -0.54005, 1.19120], [-0.31698, 2.75054, 1.95273], [-1.37757, 2.89299, 3.35583], [-3.21800, 2.61799, 0.01424], [-1.59628, 3.26487, 0.19266], [-3.58631, 4.81815, 0.70061], [-2.27923, 4.82424, 1.87624], [-4.90333, 4.47345, 2.61284], [-3.56788, 3.80384, 3.53661], [-5.04460, 2.32334, 1.32058], [-5.29043, 2.06124, 3.04653], [-3.68534, 0.42834, 1.88874], [-3.12486, 1.18651, 3.38207], [-2.42802, -1.16276, 3.27602], [-3.66156, -2.35957, 5.01228], [-2.94659, -2.20593, 7.38650], [-0.99145, -0.82361, 7.98226], [0.19311, 0.46287, 6.25197], [2.42319, -0.49639, 4.18822], [4.44953, 0.40397, 5.26775], [4.62646, 2.82207, 5.75230], [2.77242, 4.33713, 5.13358], [0.76284, 3.44807, 4.04791], [5.21659, -0.61785, -4.60401], [5.97922, -0.44127, -5.73481], [7.08493, -1.10457, -6.23738], [7.61744, -0.63866, -7.43770], [7.05506, 0.45370, -8.09647], [5.94742, 1.12096, -7.58979], [5.39324, 0.67100, -6.39074], [4.32232, 1.13940, -5.67910], [4.21811, 0.35714, -4.60554], [3.24260, 0.46876, -3.58000], [2.23157, 1.47249, -3.63570], [1.29355, 1.54020, -2.64111], [1.24309, 0.70694, -1.57032], [2.21672, -0.22355, -1.50757], [3.21319, -0.37519, -2.43607], [5.34008, -1.32682, -3.90870], [7.52571, -1.94941, -5.72052], [8.48299, -1.13095, -7.86455], [7.49979, 0.79066, -9.02587], [5.51651, 1.97313, -8.09946], [2.21524, 2.15904, -4.47060], [0.52520, 2.30664, -2.67596], [2.18211, -0.88841, -0.64443], [3.94721, -1.16300, -2.29679], [-5.39143, -0.12338, -1.05708], [-3.99001, -0.27160, -1.22872], [-5.94547, -0.93311, -1.54165], [-5.74265, 0.83267, -1.45336], [-5.59327, -0.15790, 0.01313], [-3.81958, -0.16926, -2.17636], [-1.93682, 2.25591, -2.06716], [-2.99184, 2.96780, -3.28103], [-4.23406, 3.13688, -2.06261], [-3.64932, 1.35836, -3.61222], [-4.04705, 3.65012, -4.46851], [-1.76925, 2.69750, -4.46716], [-2.36021, 4.52345, -2.87076]],
  "atomic_forces_ev_per_a": [[1.00, -1.40, 1.87], [0.05, 0.08, -0.04], [0.01, 0.07, 0.01], [-0.06, -0.15, 0.01], [0.58, 0.48, 0.11], [-0.14, -0.07, -0.24], [-0.53, -0.87, 0.29], [0.22, 0.57, -0.42], [-0.01, -0.48, 0.89], [-0.12, -0.02, -0.04], [-0.02, 0.53, -0.97], [-0.06, -0.19, 0.45], [-0.16, 0.22, -0.25], [0.22, -0.27, 0.10], [-0.16, 0.21, -0.13], [0.26, -0.79, -0.47], [-0.03, -0.03, 0.00], [-0.02, 0.00, 0.00], [0.00, -0.01, 0.05], [0.00, 0.01, 0.03], [-0.02, 0.00, 0.00], [0.01, 0.01, -0.06], [0.02, 0.00, -0.05], [0.02, 0.02, -0.03], [0.04, 0.01, -0.04], [0.03, 0.01, -0.01], [0.03, -0.01, 0.04], [-0.01, 0.05, 0.02], [0.07, 0.06, 0.02], [0.34, -0.16, 0.23], [0.02, 0.14, -0.01], [-0.12, -0.23, 0.11], [0.07, 0.01, 0.01], [-0.10, 0.15, 0.10], [0.02, -0.14, 0.05], [-0.02, -0.03, -0.10], [0.13, 0.11, 0.05], [-0.06, -0.03, -0.15], [-0.07, 0.07, -0.25], [0.09, -0.03, 0.05], [-0.10, -0.09, -0.05], [0.09, 0.08, -0.01], [-0.07, -0.10, 0.09], [0.06, 0.09, -0.05], [-0.09, -0.11, -0.13], [-0.11, -0.03, -0.06], [0.08, -0.05, 0.03], [-0.05, 0.04, -0.01], [0.07, 0.02, 0.04], [-0.05, -0.05, -0.03], [-0.11, 0.21, -0.07], [-0.17, 0.07, -0.01], [0.05, -0.01, 0.03], [0.05, 0.04, 0.00], [0.07, 0.01, -0.03], [-0.03, -0.08, -0.07], [0.02, 0.04, 0.00], [-0.01, 0.03, -0.02], [0.02, 0.01, 0.05], [-0.01, 0.01, 0.01], [-0.05, -0.02, 0.01], [-0.03, -0.05, -0.04], [0.02, -0.02, 0.07], [0.00, 0.00, -0.01], [-0.04, -0.01, 0.02], [0.02, -0.02, 0.01], [-0.01, -0.02, -0.01], [-0.01, 0.06, -0.01], [0.01, -0.02, -0.01], [0.07, 0.00, 0.04], [-0.01, -0.01, -0.01], [0.01, -0.01, 0.00], [0.00, 0.00, 0.00], [0.01, 0.02, 0.00], [-0.02, -0.02, 0.01], [0.08, 0.06, -0.16], [-0.08, 0.01, 0.08], [0.07, -0.02, -0.07], [0.06, 0.01, -0.07], [-0.05, -0.04, 0.10], [0.05, -0.11, 0.11], [-0.06, 0.13, -0.18], [-0.26, 0.00, 0.21], [0.31, -0.03, -0.31], [-0.13, -0.02, 0.16], [0.26, 0.13, -0.27], [-0.35, -0.12, 0.44], [0.22, 0.07, 0.00], [-0.05, -0.08, 0.13], [0.02, -0.01, 0.04], [-0.01, 0.00, -0.01], [-0.01, 0.00, 0.01], [-0.01, 0.00, 0.01], [0.00, 0.00, -0.01], [-0.04, 0.02, 0.02], [0.00, -0.03, -0.06], [0.03, -0.01, -0.02], [-0.02, 0.02, 0.07], [-0.08, 0.06, 0.05], [-0.55, -0.16, -0.20], [0.03, -0.01, 0.02], [0.05, 0.01, 0.01], [0.01, 0.00, -0.01], [-0.17, 0.08, 0.01], [-0.46, 1.98, -1.06], [-0.59, 0.47, -0.24], [0.18, -0.04, -0.06], [0.26, -0.02, 0.10], [0.11, -0.11, 0.11], [-0.02, -0.01, 0.09], [-0.02, -0.14, -0.08]],
  "lowdin_charge": [0.799, -0.094, -0.307, -0.031, -0.631, 0.904, 0.022, 0.036, -0.272, -0.012, -0.247, -0.024, -0.053, -0.037, -0.133, 0.020, 0.073, 0.071, 0.066, 0.111, 0.083, 0.123, 0.061, 0.074, 0.093, 0.102, 0.112, 0.111, 0.096, -0.491, 0.700, -0.235, -0.198, -0.213, -0.157, -0.189, -0.179, -0.184, -0.245, -0.126, -0.090, -0.094, -0.091, -0.085, -0.247, -0.095, -0.088, -0.094, -0.087, -0.091, 0.026, 0.003, 0.102, 0.087, 0.089, 0.119, 0.112, 0.101, 0.102, 0.101, 0.108, 0.110, 0.109, 0.099, 0.096, 0.102, 0.098, 0.098, 0.098, 0.092, 0.101, 0.099, 0.100, 0.091, 0.141, -0.214, -0.056, -0.144, -0.138, -0.043, -0.257, 0.140, -0.304, -0.196, -0.038, -0.186, -0.025, -0.219, -0.071, 0.128, 0.094, 0.082, 0.085, 0.098, 0.098, 0.086, 0.086, 0.085, -0.133, -0.239, 0.080, 0.081, 0.074, 0.033, -0.429, 0.747, -0.252, -0.265, -0.242, -0.230, -0.237],
  "multiplicity": 2,
  "homo_lumo_gap_ev": [3.6, 6.8],
  "total_charge": -1,
  "relative_energy_kcal_mol": 23.2,
  "s_squared": 0.768,
  "e_lumo_ev": [1.85, 1.85],
  "fmax_ha_per_bohr": 0.0493
}